A molecular structure, C16H31NOP2Pd, computed with ωB97M-V/def2-TZVPD.

CARTESIAN COORDINATES (ANGSTROEM)
Pd -3.3097 -1.8709 -1.2806
P -2.4212 -1.5150 -3.7867
P -1.4508 -4.6434 -2.9555
O -0.9953 1.1370 0.3998
N -1.8400 -1.0680 -0.0866
C -2.0015 -6.3414 -2.2890
C 0.7157 -0.8718 -3.5241
C 2.6576 -2.1599 -1.7323
C -2.4559 -4.3139 -4.4888
C 1.7425 -1.8942 -4.0753
C -2.4902 -0.0268 -4.8144
C 1.4539 -2.1038 -0.8540
C -4.2309 -1.8315 -3.4489
C 0.4953 -3.2433 -1.3528
C -0.5527 -1.4959 -2.9697
C -2.1994 -2.9057 -5.0086
C 2.6727 -2.4646 -3.0358
C 0.0356 -5.3286 -3.8291
C -0.6242 -2.8930 -2.2806
C -1.4147 0.0487 0.1323
C -4.3213 0.0259 -1.0466
H 0.0129 -6.4367 -3.8788
H 1.2093 -0.3098 -2.7116
H -3.5157 -4.4903 -4.2424
H -0.9140 -0.7432 -2.2442
H 3.4250 -3.1755 -3.3960
H 1.0720 -4.0634 -1.7765
H -3.2519 -0.1769 -5.6062
H 0.9858 -5.0853 -3.3355
H -4.7801 -1.5844 -4.3652
H 2.3733 -1.3752 -4.7977
H -1.7364 -7.1673 -2.9706
H -4.1804 0.5242 -0.0995
H -2.9096 -2.6875 -5.8131
H 0.0908 -4.9739 -4.8739
H -1.4435 -6.4953 -1.3554
H 0.0735 -3.6897 -0.4256
H -4.1227 0.7156 -1.8770
H 3.6175 -2.1179 -1.1911
H -4.6172 -1.0355 -2.7890
H -2.1248 -5.0472 -5.2479
H -5.3604 -0.3569 -1.0875
H -1.5294 -2.7320 -1.5421
H -3.0801 -6.4008 -2.0841
H -2.7929 0.8402 -4.2002
H 1.2044 -2.6548 -4.6714
H 1.7876 -2.4056 0.1498
H -1.5184 0.1841 -5.2959
H -1.2014 -2.7881 -5.4597
H 1.0241 -1.0935 -0.8059
H -4.4339 -2.8559 -3.0771
H 0.4716 -0.1305 -4.3140

The energy relative to the best compared isomer or geometry (same formula, charge and spin) comes out at 245.9 kJ/mol. As for the spin multiplicity: 3. The HOMO energy (spin up / spin down) comes out at -0.209 / -0.283 hartree. As for the max |F|: 0.05867 Eh/bohr. For the calculated total energy, the calculation gives -1568.50433 Ha.

---

14 unconnected molecules or ions with the total composition C18H4Cl52NO3S, computed with ωB97M-V/def2-TZVPD.

CARTESIAN COORDINATES (ANGSTROEM)
Cl 1.0002 -2.6037 -0.4842
Cl 7.6104 0.9949 1.3162
Cl -8.0710 -0.3304 4.6456
Cl 9.1479 6.0010 4.4481
Cl -6.2638 -12.0113 -2.6951
Cl -6.1502 -0.2718 -3.9188
Cl -0.8454 9.0061 3.8386
Cl -1.7967 -9.5164 1.6838
Cl 10.6034 4.5605 6.4737
Cl 6.0815 5.3906 1.6202
Cl -4.3264 -7.6710 -4.9347
Cl -4.4786 5.5253 -6.1879
Cl -4.6593 -13.9063 -4.1632
Cl -5.7493 0.6106 3.2094
Cl 3.0684 0.3304 1.2330
Cl 3.9561 -7.9376 -1.7664
Cl 12.0186 5.8074 4.2908
Cl 5.0206 -10.3475 -2.9448
Cl -8.0710 -0.2664 1.7607
Cl 6.3954 2.4069 3.5138
Cl -4.8620 -8.6108 -2.2565
Cl 6.3408 8.2611 1.5560
Cl 8.7023 0.7367 3.9770
Cl 2.2217 -10.1836 -2.2677
Cl 8.9747 3.2253 2.5344
Cl -5.5415 6.1603 -3.5741
Cl -1.6761 6.4057 4.7654
Cl -5.1807 3.4067 -4.3356
Cl -1.0060 -7.4627 -0.1817
Cl 2.7723 -4.7004 -1.3700
Cl 3.8611 3.0881 1.5577
Cl 3.6546 -2.8046 0.6195
Cl -6.4392 -2.1921 3.1577
Cl -0.2217 -7.2786 2.5925
Cl 4.2078 -10.3302 -0.1764
Cl -3.8451 0.5056 -2.3719
Cl -2.1399 -8.2422 -3.1336
Cl -3.5677 8.1374 3.4626
Cl -6.2121 -0.4110 -1.0367
Cl 0.9617 -9.2737 0.8740
Cl -3.8248 -5.9504 -2.6786
Cl -2.8872 5.0469 -3.7859
Cl 7.5812 6.6517 -0.4943
Cl 10.7940 7.4370 6.3343
Cl -4.5979 -2.2789 -2.5417
Cl 4.7070 6.9102 -0.4025
Cl 1.4355 2.1264 2.7963
Cl -3.8334 -11.1471 -3.9860
Cl 1.6597 -4.7746 1.2926
Cl 1.5569 2.4285 -0.0634
Cl -2.6136 8.7815 6.1125
Cl -6.1295 -11.8616 -5.5730
S -3.3141 5.1270 0.4592
O -4.0361 3.8810 0.6868
O -2.6398 5.6504 1.6427
O -4.1196 6.1004 -0.2694
N -0.5942 2.9886 -1.6415
C -5.2183 -12.2299 -4.1046
C -4.5298 5.0404 -4.4755
C -2.1833 8.0764 4.5366
C -0.5162 -8.3800 1.2433
C -0.6288 5.2064 -2.5053
C -3.7914 -7.6190 -3.2510
C -0.1546 3.9102 -2.5085
C -1.5988 5.6556 -1.6190
C -7.0780 -0.5416 3.1958
C 7.9212 1.8399 2.8360
C 3.8506 -9.6977 -1.7898
C 6.1747 6.8046 0.5682
C -5.1974 -0.6113 -2.4646
C 2.2691 -3.7188 0.0144
C 2.4745 1.9953 1.3754
C -1.5207 3.4142 -0.7936
C 10.6382 5.9530 5.3867
C -2.0491 4.6933 -0.7278
H -1.8953 2.6951 -0.0738
H -1.9749 6.6641 -1.6035
H 0.5954 3.6191 -3.2304
H -0.2270 5.9056 -3.2283

Its charge is -1. The HOMO energy comes out at -0.214 hartree. As for the max |F|: 0.03445 Eh/bohr. For the calculated total energy, the calculation gives -25296.85463 Ha.

---

A molecular structure, C30H36N2O2PPdS2Si, computed with ωB97M-V/def2-TZVPD.

CARTESIAN COORDINATES (ANGSTROEM)
Pd -0.1659 -0.3309 -0.2598
S -3.3937 -1.1840 1.3861
S -0.2438 0.3708 -2.4733
P -2.4690 -0.6505 -0.3090
Si -0.0036 2.2227 -1.1802
O -2.9240 -1.7137 -1.4780
O -3.2093 0.6768 -0.8933
N -0.1615 -0.8338 1.7489
N 0.6057 -3.0992 0.3189
C 1.8915 -0.1576 -0.0709
C 3.9030 3.8666 -1.4638
C 2.4397 -5.8076 2.9428
C 3.9540 -0.2874 1.2514
C -2.6247 -3.6850 -2.7681
C -0.0938 0.4198 3.8065
C 1.8585 1.6383 4.4707
C -1.3537 3.4791 -1.7687
C -4.7946 0.6539 -2.6976
C 1.8750 0.3490 2.4023
C 1.0457 -5.7059 2.9124
C 4.6904 -0.5846 0.1268
C 0.4383 -4.8203 2.0493
C 0.5558 -0.0329 2.6629
C 3.9714 4.2819 -2.7889
C -0.0181 2.6541 0.6842
C 2.6832 -0.4483 -1.1898
C 0.5454 1.2515 4.7063
C -2.2178 -2.9561 -1.5100
C 1.7395 3.4544 -3.1269
C 4.0491 -0.6476 -1.1038
C 2.6201 -4.1126 1.2447
C -4.5976 0.6646 -1.1948
C 1.6405 3.0396 -1.7986
C 2.5036 1.1894 3.3324
C 2.8756 4.0743 -3.6199
C 1.1769 -3.9590 1.1437
C 3.2202 -5.0023 2.1055
C 2.7484 3.2674 -0.9839
C 2.5659 -0.0488 1.1675
H 2.2066 -0.5109 -2.1590
H 2.9178 4.3863 -4.6583
H 0.4487 -6.3255 3.5733
H -4.3052 1.5189 -3.1481
H -5.0768 -0.1961 -0.7205
H 4.8700 4.7519 -3.1721
H -2.3599 -3.0975 -3.6492
H 3.5074 1.5319 3.1239
H -2.2336 3.3954 -1.1254
H 2.9178 -6.5032 3.6264
H -0.9476 2.3211 1.1515
H 0.8151 2.2602 1.2580
H -1.1228 0.1173 3.9676
H -1.6710 3.2846 -2.7972
H -5.8612 0.6800 -2.9443
H 4.7545 4.0011 -0.8066
H 2.7213 2.9400 0.0522
H -2.4617 -3.5304 -0.6110
H 3.2125 -3.4697 0.5979
H -1.1435 -0.9740 2.0313
H 0.0141 1.6033 5.5832
H -3.7030 -3.8630 -2.7817
H 2.3700 2.3040 5.1560
H -0.9859 4.5080 -1.7036
H 4.6182 -0.8715 -2.0013
H -4.3507 -0.2471 -3.1189
H 0.2512 -1.7762 1.5812
H -2.1113 -4.6476 -2.8242
H -5.0263 1.5691 -0.7517
H 0.0111 3.7515 0.7343
H 4.3021 -5.0760 2.1464
H 5.7550 -0.7790 0.2117
H 0.9067 3.2633 -3.7986
H -0.6409 -4.7127 2.0162
H 4.4450 -0.2701 2.2166
H -1.1377 -2.7722 -1.4738

The energy relative to the best compared isomer or geometry (same formula, charge and spin) comes out at 228.4 kJ/mol. Its charge is -2. As for the spin multiplicity: 2. The HOMO energy (spin up / spin down) comes out at -0.037 / -0.021 hartree. As for the max |F|: 0.03269 Eh/bohr. For the calculated total energy, the calculation gives -2979.98198 Ha.

---

2 unconnected molecules or ions with the total composition C4H9NO, computed with ωB97M-V/def2-TZVPD.

CARTESIAN COORDINATES (ANGSTROEM)
O -1.2016 0.7802 2.8224
N -0.5604 -0.7034 1.1428
C 1.9678 0.4273 -0.8867
C -1.0903 -0.0180 0.2066
C -0.4327 -0.0408 2.3839
C -1.3200 -0.5910 -1.1534
H 1.4939 -0.2814 -0.2059
H -0.6407 -1.4266 -1.3374
H 0.4515 -0.3802 2.9485
H -1.1944 0.1708 -1.9290
H 2.4752 1.2038 -0.3093
H 2.6899 -0.1000 -1.5129
H -1.3864 1.0248 0.3813
H 1.2076 0.8912 -1.5228
H -2.3503 -0.9616 -1.2176

The energy relative to the best compared isomer or geometry (same formula, charge and spin) comes out at 153.3 kJ/mol. As for the structure (SMILES): C/C=N/C=O.C. The HOMO energy comes out at -0.371 hartree. As for the max |F|: 0.00932 Eh/bohr. For the calculated total energy, the calculation gives -287.77407 Ha.

---

3 unconnected molecules or ions with the total composition C14H23N2O11S3, computed with ωB97M-V/def2-TZVPD.

CARTESIAN COORDINATES (ANGSTROEM)
S 2.2361 -2.7196 6.2647
S 0.3471 0.1072 1.3026
S -0.1935 5.2889 -4.3186
O 0.2776 -3.5930 1.5135
O 0.0710 6.8154 -4.7230
O -1.1495 5.5975 -3.0730
O -0.9607 4.6502 -5.3225
O 1.0294 4.7377 -3.8592
O 1.7987 -2.0658 4.9032
O -1.6765 -2.9974 2.4422
O 3.3811 -3.5498 6.0980
O 2.2594 -1.7108 7.2711
O 0.0487 2.4124 -0.0412
O 0.9689 -3.6597 6.4675
N -1.7970 1.2130 -0.0022
N -2.0533 2.4020 -0.6789
C -0.5581 1.2516 0.3624
C -0.0563 -3.3266 5.4983
C 1.7847 -0.1220 0.1862
C -0.8026 7.6929 -4.0008
C 1.8575 -1.4828 -0.5144
C -0.9304 -2.8479 -2.2487
C -0.7622 -3.8221 -1.0807
C 0.7133 -2.8428 4.2942
C -1.6867 -3.5495 0.1118
C -1.0321 6.9731 -2.6861
C 1.2357 -1.4875 -1.9204
C -0.3102 -1.4958 -1.8737
C -0.9440 3.0469 -0.6807
C -0.9557 -3.3760 1.4766
H -0.3054 8.6513 -3.8807
H 2.6624 0.0300 0.8172
H 1.1359 -3.6487 3.7031
H 1.3623 -2.2361 0.1088
H -2.4283 -4.3458 0.2209
H -1.7295 7.8170 -4.5629
H -0.7549 -0.6878 -2.4624
H 1.6037 -0.6170 -2.4777
H -0.8353 -4.8571 -1.4298
H 0.1291 -2.2102 3.6362
H -1.9916 -2.6796 -2.4713
H -0.6056 -1.3060 -0.8368
H -1.9525 7.2676 -2.1904
H -0.1856 7.0861 -2.0064
H 2.9174 -1.7582 -0.5625
H -0.6943 -2.5512 5.9237
H 1.7580 0.6969 -0.5330
H 0.2553 -3.7229 -0.6947
H 1.5767 -2.3744 -2.4633
H -2.2465 -2.6181 -0.0307
H -0.6398 -4.2158 5.2839
H -0.4497 -3.2658 -3.1404
H -0.7221 4.0063 -1.1195

Its charge is -1. The HOMO energy comes out at -0.185 hartree. As for the max |F|: 0.01317 Eh/bohr. For the calculated total energy, the calculation gives -2678.99484 Ha.

---

A gas-phase ion, C5H8N (charge +1), computed with ωB97M-V/def2-TZVPD.

CARTESIAN COORDINATES (ANGSTROEM)
N 1.1881 -0.3587 -0.1107
C -0.9210 -0.4806 -0.4017
C 0.1319 0.5171 -0.2411
C 2.5544 0.0512 0.0221
C -2.3096 -0.0543 0.1500
C 0.0826 -1.1939 0.3841
H 2.7176 0.9458 -0.4455
H 0.0854 1.5137 0.1619
H -2.4364 0.9141 -0.4316
H 3.2966 -0.7774 -0.1581
H -3.1804 -0.7005 -0.0705
H -2.2329 0.1492 1.2609
H -1.0923 -1.0916 -1.2862
H 2.8137 0.3264 1.0141

The energy relative to the best compared isomer or geometry (same formula, charge and spin) comes out at 552.8 kJ/mol. Its charge is +1. As for the structure (SMILES): C[C@@H]1C2=[N+](C)[C@H]21. The HOMO energy (spin up / spin down) comes out at -0.555 / -0.555 hartree. As for the max |F|: 0.08491 Eh/bohr. For the calculated total energy, the calculation gives -249.61458 Ha.